(1)
This record from OMol25 describes C31H42N3PPb as an isolated structure in a non-equilibrium geometry. The level of theory is wB97M-V/def2-TZVPD.

Properties
Orbital gap (alpha / beta): 3.32 / 1.84 eV

Geometry as ORCA input:
```
! RIJCOSX wB97M-V def2-TZVPD def2/J DEFGRID3
* xyz -2 1
Pb -0.4187 0.9010 -0.1216
N -2.7405 1.6892 -0.5265
N -2.7375 -1.3700 -0.4929
C 1.4798 0.2128 2.6862
C 0.2123 -0.0014 3.2901
C -0.3940 1.2660 3.5088
C -1.7570 1.4906 4.0371
H -2.1832 0.5503 4.4037
H -2.4399 1.8918 3.2690
H -1.7474 2.2044 4.8736
C 0.4973 2.2666 3.0404
C 0.2269 3.7264 3.0182
H 0.4942 4.1871 3.9774
H -0.8371 3.9193 2.8409
H 0.8059 4.2293 2.2389
C 1.6632 1.6180 2.5421
C 2.8359 2.2915 1.9421
H 2.5380 3.1156 1.2736
H 3.4359 1.5781 1.3616
H 3.4896 2.7255 2.7176
C -0.4323 -1.3044 3.5635
H -1.0691 -1.2456 4.4598
H 0.3145 -2.0935 3.7329
H -1.0780 -1.6165 2.7241
C 2.4092 -0.8300 2.1927
H 2.4499 -0.8591 1.0886
H 2.0891 -1.8228 2.5317
H 3.4340 -0.6532 2.5567
C -2.9726 2.9856 -0.8377
H -2.2250 3.6971 -0.4565
C -4.0908 3.3859 -1.5755
H -4.2413 4.4295 -1.8162
C -5.0223 2.4120 -1.9810
H -5.8370 2.6697 -2.6594
C -4.8711 1.1262 -1.5040
H -5.5684 0.3415 -1.7537
C -3.7568 0.7866 -0.6900
C -3.6977 -0.4866 -0.0772
H -4.3712 -0.7645 0.7569
C -1.3874 -1.0467 -0.7413
C -2.9974 -2.7071 -0.8511
H -4.0060 -3.0829 -0.8786
C -1.8129 -3.2518 -1.1561
H -1.5189 -4.2445 -1.4203
N -0.8282 -2.2910 -0.9298
C 0.5245 -2.7092 -0.7996
C 0.8117 -3.6891 0.1651
C 2.1047 -4.2311 0.1973
H 2.3246 -5.0091 0.9323
C 3.0712 -3.8716 -0.7502
C 4.4498 -4.4678 -0.6976
H 5.1910 -3.7323 -0.3445
H 4.7537 -4.7968 -1.6992
H 4.4604 -5.3323 -0.0243
C 2.7564 -2.8901 -1.6911
H 3.4947 -2.6220 -2.4521
C 1.4830 -2.3074 -1.7452
C 1.1223 -1.4465 -2.9129
H 0.5009 -1.9632 -3.6623
H 2.0323 -1.1197 -3.4305
H 0.5707 -0.5552 -2.5993
C -0.2057 -4.2444 1.1065
H -0.9965 -4.8134 0.5995
H -0.6663 -3.4744 1.7302
H 0.3095 -4.9395 1.7757
C -0.3261 1.9631 -3.8527
P 0.5500 2.3882 -2.3050
C 2.3311 2.1159 -2.6287
C 0.3882 4.2016 -2.1617
H -0.2130 0.8951 -4.0853
H 0.0692 2.5608 -4.6879
H -1.4011 2.1675 -3.7334
H 2.9245 2.8250 -2.0263
H 2.6074 1.0943 -2.3178
H 2.5664 2.2487 -3.6950
H 1.0192 4.5593 -1.3326
H 0.7090 4.6921 -3.0935
H -0.6533 4.4773 -1.9365
*
```


(2)
This record from OMol25 describes C31H43As3BrF6HfI2N5O3P2S4 as an isolated structure in a non-equilibrium geometry. The level of theory is wB97M-V/def2-TZVPD.

Properties
Orbital gap (alpha / beta): 7.33 / 4.75 eV

Geometry as ORCA input:
```
! RIJCOSX wB97M-V def2-TZVPD def2/J DEFGRID3
* xyz 1 2
Hf -0.3546 -0.7897 -1.0845
S 4.8638 -4.7523 -4.2598
As 3.7742 -3.3319 -3.2159
S 1.1092 -1.6423 -3.6493
S 1.9235 -0.4280 -2.2031
S 2.6683 -2.1809 -4.8850
C -3.1215 0.5727 2.4610
N -2.2975 1.7541 2.2038
C -2.8835 3.0050 2.6855
P -1.3018 1.8160 0.9222
O -0.8079 0.4386 0.5820
O -2.1069 2.4295 -0.3202
P -1.7269 2.1795 -1.9212
O -0.7065 1.0896 -1.9105
N -1.0561 3.5843 -2.3589
C 0.3135 3.6514 -2.8964
C -1.8987 4.7265 -2.7297
N -3.2175 1.7166 -2.4083
C -3.3806 1.0223 -3.7002
C -4.3607 2.6043 -2.1321
N -0.0589 2.8434 1.1897
C -0.0814 4.2613 0.8242
C 0.7064 2.5807 2.4167
H -3.2513 0.4640 3.5382
H -2.6164 -0.3119 2.0826
H -4.1084 0.6547 1.9961
H -2.9547 2.9750 3.7726
H -3.8817 3.1642 2.2694
H -2.2523 3.8455 2.4012
H 0.7980 2.6802 -2.8186
H 0.8840 4.3831 -2.3181
H 0.2904 3.9482 -3.9434
H -2.7596 4.7941 -2.0658
H -2.2207 4.6651 -3.7716
H -1.3100 5.6355 -2.6088
H -2.5712 0.3128 -3.8536
H -3.4026 1.7133 -4.5418
H -4.3206 0.4697 -3.6579
H -4.5625 3.2669 -2.9756
H -4.1804 3.1925 -1.2359
H -5.2401 1.9810 -1.9663
H -0.6682 4.4010 -0.0789
H 0.9449 4.5770 0.6319
H -0.4845 4.8898 1.6237
H 0.6754 1.5200 2.6562
H 0.3080 3.1441 3.2658
H 1.7451 2.8727 2.2596
C 1.9816 -0.2981 5.8030
C 3.0392 0.1273 5.0108
C 3.0074 -0.0627 3.6353
C 1.9127 -0.6739 3.0328
C 0.8412 -1.0672 3.8347
C 0.8799 -0.8976 5.2114
As 1.7591 -0.9743 1.0877
C 2.4208 -2.8129 1.0702
C 1.6129 -3.7484 1.7128
C 1.8448 -5.1068 1.5734
C 2.8791 -5.5501 0.7609
C 3.7033 -4.6275 0.1383
C 3.4726 -3.2654 0.2856
C 3.2965 0.1202 0.5642
C 4.6293 -0.2349 0.7501
C 5.6478 0.5801 0.2764
C 5.3458 1.7590 -0.3930
C 4.0230 2.1436 -0.5491
C 3.0068 1.3335 -0.0611
H 2.0202 -0.1616 6.8757
H 3.9031 0.6001 5.4599
H 3.8400 0.2759 3.0363
H -0.0446 -1.5018 3.3810
H 0.0561 -1.2385 5.8256
H 0.7908 -3.4090 2.3347
H 1.2125 -5.8171 2.0901
H 3.0372 -6.6104 0.6162
H 4.5351 -4.9701 -0.4662
H 4.1335 -2.5591 -0.1996
H 4.8747 -1.1489 1.2764
H 6.6804 0.2939 0.4282
H 6.1403 2.3797 -0.7858
H 3.7804 3.0684 -1.0576
H 1.9719 1.6490 -0.1683
I 0.2499 0.1948 -4.8897
I -1.0189 2.4906 -6.1906
Br -3.1288 -5.3548 1.6377
C -3.2472 -3.7329 0.7015
C -4.4284 -3.3480 0.0903
C -4.4618 -2.1303 -0.5747
C -3.3238 -1.3560 -0.6001
N -2.1677 -1.7580 -0.0540
C -2.1294 -2.9294 0.5850
H -5.2932 -3.9967 0.1148
H -5.3493 -1.8150 -1.1046
H -3.3119 -0.3891 -1.0931
H -1.1722 -3.2540 0.9734
F 0.3233 -2.5634 -0.9806
As -0.8716 -4.2061 -2.7988
F -0.5709 -5.0589 -1.3286
F 2.1933 -4.2043 -2.8130
F -1.6031 -5.6074 -3.5114
F -1.3667 -1.2877 -2.6467
F -2.4156 -3.6768 -2.1786
*
```